1.
C4H14NS2 | ωB97M-V/def2-TZVPD

The geometry in ORCA input format:
```
! wB97M-V def2-TZVPD RIJCOSX def2/J DEFGRID3
* xyz 1 1
S 2.180 0.576 1.028
S -2.389 -1.029 0.221
N -0.660 -0.493 -2.216
C 0.390 0.084 -1.389
C 0.790 0.556 2.123
C 0.406 1.905 2.761
C -0.171 -0.856 -3.560
H -1.028 -1.339 -1.797
H -1.011 -1.142 -4.201
H 1.257 2.344 3.277
H -1.684 -0.240 -0.829
H 1.409 -0.193 -1.720
H 0.190 -0.146 -0.332
H 0.376 1.181 -1.476
H 1.038 -0.196 2.916
H -0.093 0.101 1.627
H 0.290 0.024 -4.020
H 0.528 -1.696 -3.565
H 0.070 2.571 1.965
H -1.402 -1.854 1.119
H -0.351 1.682 3.509
*
```

Output
Calculated total energy: -1011.44103 Ha
Kohn-Sham gap: 4.2 eV
Highest occupied orbital energy: -13.3 eV
Energy relative to the best compared isomer or geometry (same formula, charge and spin): 161.46 kcal/mol
F_max: 3.464 eV/Å
E_LUMO: -9.12 eV

Mulliken atomic charge list, values in e, 2 entries: S 0.28; S -0.37

---

2.
C4H14O2 | ωB97M-V/def2-TZVPD

The geometry in ORCA input format:
```
! wB97M-V def2-TZVPD RIJCOSX def2/J DEFGRID3
* xyz 0 1
O -0.473 3.119 0.534
O -2.275 -0.554 1.329
C 1.070 -1.665 1.219
C 1.227 -0.707 0.058
C -0.164 0.708 -1.531
C 0.019 -0.700 -0.928
H 1.683 -2.558 1.080
H -1.207 0.933 -1.733
H -0.846 -1.107 -0.404
H 0.197 1.524 -0.884
H -2.029 0.343 1.489
H 0.294 3.390 0.039
H 1.349 -1.214 2.164
H 0.028 -1.977 1.385
H -0.783 2.284 0.182
H -2.381 -0.654 0.373
H 1.439 0.313 0.372
H 2.106 -1.012 -0.535
H 0.400 0.871 -2.445
H 0.349 -1.336 -1.765
*
```

Output
Calculated total energy: -311.24320 Ha
Kohn-Sham gap: 11.9 eV
Structure (SMILES): CCCC.O.O
Highest occupied orbital energy: -11.1 eV
Energy relative to the best compared isomer or geometry (same formula, charge and spin): 23.07 kcal/mol
F_max: 1.764 eV/Å
E_LUMO: 0.71 eV

Mulliken atomic charge list, values in e, 2 entries: O -0.65; O -0.63

---

3.
C4H14O2S | ωB97M-V/def2-TZVPD

The geometry in ORCA input format:
```
! wB97M-V def2-TZVPD RIJCOSX def2/J DEFGRID3
* xyz 0 1
S 0.841 1.534 -1.425
O -5.238 1.199 3.454
O -1.481 -1.172 -5.203
C 1.895 0.650 -0.103
C 1.915 -1.339 1.445
C 1.078 -0.234 0.856
C 1.397 -2.153 2.590
H 0.527 -2.725 2.221
H 2.126 -2.855 2.979
H 2.332 -1.973 0.650
H -2.185 -0.519 -5.349
H 2.744 0.182 -0.579
H 0.255 -0.631 0.245
H -4.603 0.490 3.523
H -4.607 1.888 3.264
H 2.818 -0.823 1.825
H 0.980 -1.526 3.384
H -0.736 -0.629 -4.891
H 2.153 1.542 0.477
H 0.324 0.279 -1.457
H 0.520 0.416 1.533
*
```

Output
Calculated total energy: -709.42552 Ha
Kohn-Sham gap: 9.8 eV
Structure (SMILES): CCCCS.O.O
Highest occupied orbital energy: -9.3 eV
Energy relative to the best compared isomer or geometry (same formula, charge and spin): 25.19 kcal/mol
F_max: 2.425 eV/Å
E_LUMO: 0.51 eV

Mulliken atomic charge list, values in e, 2 entries: S -0.19; O -0.63